{
  "formula": "C4H14N",
  "method": "wB97M-V/def2-TZVPD",
  "species": ["C", "C", "H", "H", "H", "H", "H", "H", "C", "C", "N", "H", "H", "H", "H", "H", "H", "H", "H"],
  "coordinates": [[1.88712, 0.01670, 1.43834], [1.61258, -1.42488, 1.02130], [1.20487, 0.17830, 2.28271], [2.89356, 0.27452, 1.74105], [1.81493, 0.78446, 0.64856], [1.96628, -2.20599, 1.70469], [2.21134, -1.70089, 0.12714], [0.60484, -1.77184, 0.77185], [-1.70761, -0.19619, -1.83236], [-1.66648, 1.03587, -0.91349], [-0.58326, 0.90028, 0.08415], [-2.58646, -0.06906, -2.45615], [-1.92242, -1.11228, -1.27814], [-0.80898, -0.25800, -2.45012], [-2.65426, 1.20951, -0.45961], [-1.38120, 1.91118, -1.51734], [0.36128, 0.87429, -0.30026], [-0.66725, 1.57587, 0.84501], [-0.57889, -0.02184, 0.54268]],
  "forces_ev_per_angstrom": [[-0.666, -0.055, 0.326], [1.750, -1.290, -1.512], [0.278, 0.828, -0.109], [0.323, -0.803, 0.504], [-0.495, -0.382, 0.124], [-0.099, 0.632, 0.494], [-0.358, 0.344, 0.194], [-0.301, 0.685, 0.154], [-0.417, 0.553, 0.485], [-0.213, -0.069, -1.639], [-0.293, -1.027, 1.095], [0.093, 0.059, -0.399], [0.399, -0.027, 0.060], [-0.165, -0.233, 0.086], [0.682, -0.040, 0.272], [-0.378, -0.166, 0.294], [-0.054, 0.707, -0.282], [0.391, 0.216, -0.166], [-0.479, 0.069, 0.019]],
  "largest_force_ev_per_a": 2.6,
  "total_charge": 1,
  "e_tot_ha": -215.280888
}